Formula: C7H9N
Source: the Open Molecules 2025 dataset
Level of theory: ωB97M-V/def2-TZVPD

HOMO-LUMO gap: 0.30711 hartree
Lowest unoccupied orbital energy: 0.135 eV
Energy relative to the best compared isomer or geometry (same formula, charge and spin): 6.551 eV

Structure (ORCA input):
```
! wB97M-V def2-TZVPD RIJCOSX def2/J DEFGRID3
* xyz 0 1
C 0.410 0.101 1.702
C 1.223 0.619 -0.830
C 0.826 -0.890 -0.849
C -0.400 -1.526 -0.864
C -1.441 -0.774 -0.488
C -1.268 0.601 -0.319
C -0.057 1.314 -0.463
H 1.289 -0.305 2.628
H -0.061 -0.783 1.131
H -0.493 0.854 2.142
H 2.354 1.050 -1.184
H 1.629 -1.395 -1.375
H -0.516 -2.503 -0.858
H -2.431 -1.175 -0.341
H -2.104 1.375 -0.068
H -0.036 2.426 -0.594
N 1.076 1.012 0.629
*
```